126
Properties=species:S:1:pos:R:3 method="wB97M-V/def2-TZVPD" homo_lumo_gap_ha="0.232 / 0.162" charge=-2 total_energy_ev=-153621.2087 spin_multiplicity=2 e_homo_ev="-2.829 / -2.829"
Rb 0.14 0.14 -0.13
C 1.06 2.98 -4.79
C -0.38 2.85 -4.42
N -1.19 3.84 -4.66
C -2.47 3.77 -4.25
C -2.99 2.71 -3.52
C -4.43 2.75 -3.04
O -5.24 1.65 -3.43
C -2.18 1.62 -3.27
C -2.61 0.46 -2.48
N -2.49 -0.76 -2.81
C -2.21 -1.19 -4.10
C -2.99 -0.77 -5.19
C -2.86 -1.35 -6.43
C -1.93 -2.36 -6.64
C -1.12 -2.76 -5.59
C -1.26 -2.19 -4.34
I 0.03 -2.76 -2.79
C -0.81 1.62 -3.76
O -0.03 0.67 -3.60
H 1.20 3.85 -5.42
H 1.40 2.07 -5.29
H 1.64 3.08 -3.87
H -3.10 4.61 -4.52
H -4.91 3.63 -3.46
H -4.43 2.85 -1.95
H -4.86 0.84 -3.11
H -2.98 0.65 -1.47
H -3.72 0.01 -5.02
H -3.49 -1.02 -7.25
H -1.83 -2.83 -7.61
H -0.37 -3.53 -5.75
C 0.05 -3.94 0.85
C 0.50 -3.33 2.14
C 0.40 -3.86 3.43
C 0.92 -2.89 4.25
N 1.31 -1.85 3.47
N 1.05 -2.12 2.17
B 1.83 -0.51 4.00
N 2.90 0.17 3.12
C 3.54 1.28 3.53
C 4.17 1.84 2.44
C 3.83 0.99 1.37
C 4.19 1.12 -0.08
N 3.07 -0.02 1.80
N 0.69 0.53 4.12
C -0.12 0.86 5.15
C -0.93 1.90 4.74
C -0.54 2.14 3.40
C -1.06 3.18 2.46
N 0.42 1.30 3.05
N 2.53 -0.79 5.37
C 3.80 -1.24 5.48
C 4.01 -1.59 6.80
C 2.77 -1.33 7.43
C 2.41 -1.54 8.86
N 1.90 -0.86 6.56
H 0.02 -5.02 0.94
H -0.96 -3.58 0.62
H 0.72 -3.65 0.04
H -0.03 -4.81 3.72
H 1.03 -2.86 5.32
H 3.51 1.60 4.56
H 4.77 2.73 2.41
H 5.15 1.61 -0.20
H 4.23 0.13 -0.53
H 3.43 1.69 -0.61
H -0.05 0.35 6.09
H -1.69 2.41 5.30
H -0.64 4.16 2.70
H -0.79 2.94 1.43
H -2.14 3.26 2.54
H 4.46 -1.28 4.63
H 4.91 -1.97 7.25
H 3.31 -1.61 9.48
H 1.79 -0.72 9.23
H 1.84 -2.47 8.99
C -4.25 6.99 -1.97
O -2.92 7.47 -1.99
C -1.94 6.55 -1.72
C -0.63 7.06 -1.72
C 0.41 6.20 -1.43
C 0.23 4.84 -1.18
C 1.37 3.97 -0.87
C 2.66 4.64 -0.39
O 1.33 2.75 -0.95
C -1.11 4.29 -1.21
O -1.38 3.08 -0.99
C -2.17 5.23 -1.47
H -4.89 7.85 -2.18
H -4.51 6.58 -0.99
H -4.41 6.22 -2.73
H -0.46 8.10 -1.94
H 1.41 6.62 -1.43
H 2.45 5.39 0.37
H 3.16 5.12 -1.24
H 3.31 3.88 0.02
H -3.18 4.82 -1.45
N -8.19 2.49 2.71
C -7.16 2.17 2.31
C -5.88 1.77 1.81
C -5.04 2.70 1.18
C -3.83 2.25 0.68
N -3.44 0.98 0.77
C -4.22 0.10 1.40
C -5.45 0.46 1.94
H -5.34 3.74 1.08
H -3.13 2.91 0.18
H -3.83 -0.92 1.48
H -6.06 -0.27 2.45
O -3.35 -4.63 3.10
C -3.19 -3.68 2.36
N -3.02 -2.75 1.64
C 5.06 -2.23 -1.74
As 3.39 -2.58 -0.71
C 3.23 -4.43 -1.39
C 4.27 -3.04 0.98
H 5.67 -3.13 -1.81
H 5.65 -1.45 -1.26
H 4.81 -1.90 -2.74
H 4.13 -5.01 -1.18
H 3.06 -4.40 -2.47
H 2.37 -4.93 -0.93
H 5.07 -3.77 0.83
H 3.52 -3.44 1.67
H 4.68 -2.13 1.42



24
Properties=species:S:1:pos:R:3 method="wB97M-V/def2-TZVPD" homo_lumo_gap_ha="0.332 / 0.148" charge=+1 total_energy_ev=-10460.2008 spin_multiplicity=2 e_homo_ev="-12.838 / -12.721"
C -0.68 1.37 2.20
C -1.31 1.34 0.77
C -0.14 1.92 -0.12
C 1.02 0.95 -0.30
C 0.83 0.37 -1.67
N 0.62 -1.14 -1.42
N -0.17 0.05 2.78
H 0.27 2.00 2.20
H -1.23 1.77 3.06
H -2.17 1.96 0.80
H -1.41 0.27 0.31
H 0.44 2.64 0.37
H -0.52 2.40 -0.98
H 2.04 1.63 -0.46
H 1.26 0.20 0.40
H 0.04 0.85 -2.28
H 1.70 0.65 -2.35
H 1.07 -1.34 -0.49
H -0.46 -1.20 -1.33
H 0.77 0.14 3.40
H -0.10 -0.70 2.09
H 0.09 -5.66 -2.41
H -1.13 -4.77 -2.30
O -0.86 -5.70 -2.27



13
Properties=species:S:1:pos:R:3 method="wB97M-V/def2-TZVPD" homo_lumo_gap_ha=0.250 charge=-1 total_energy_ev=-16577.0240 e_homo_ev=-2.666
C 1.70 -1.59 0.04
S 2.04 0.17 -0.54
H 2.60 -2.10 0.36
H 1.15 -1.49 0.98
H 1.05 -1.97 -0.74
N -0.68 1.56 0.67
C -1.66 0.85 -0.13
O -1.10 0.31 -1.31
H 0.20 1.59 0.16
H -0.47 1.08 1.53
H -2.18 0.07 0.43
H -2.42 1.58 -0.43
H -0.23 -0.05 -1.02



10
Properties=species:S:1:pos:R:3 method="wB97M-V/def2-TZVPD" homo_lumo_gap_ha="0.350 / 0.348" total_energy_ev=-17178.0246 e_homo_ev="-10.295 / -10.238"
C 0.18 -0.20 0.15
C 1.60 -0.41 -0.13
N -0.05 0.21 2.21
F 2.45 0.66 0.30
F 2.09 -1.46 0.43
F 1.87 -0.55 -1.44
F 0.58 -0.78 2.73
F 0.81 1.30 2.18
H -0.45 -1.04 0.20
H -0.19 0.64 -0.19